ORCA calculation (wB97M-V/def2-TZVPD) on a molecular structure, C22H24BrFN4O3Rh.

The value obtained for the highest occupied orbital energy is -16.519 eV. Its HOMO-LUMO gap is 6.446 eV. For the energy above the lowest of the compared OMol25 structures with the same formula, charge and spin, the calculation gives 0.00 kcal per mole. The LUMO energy comes out at -0.3702 Eh.

```
! wB97M-V def2-TZVPD RIJCOSX def2/J DEFGRID3
* xyz 3 1
Rh 0.42 0.99 0.03
C -4.23 -1.87 0.18
C -3.49 -0.61 -0.14
C -4.14 0.55 -0.58
C -3.45 1.73 -0.86
C -2.10 1.70 -0.68
Br -0.83 3.12 -0.93
N -1.46 0.60 -0.26
C -2.11 -0.54 0.01
H -5.30 -1.74 0.01
H -4.08 -2.15 1.22
H -3.89 -2.69 -0.45
H -5.22 0.53 -0.70
H -3.96 2.63 -1.19
H -1.51 -1.37 0.36
C 3.60 -5.79 -1.46
C 4.37 -4.50 -1.25
N 3.47 -3.31 -1.36
C 2.94 -2.83 -0.25
C 2.10 -1.72 -0.19
C 1.69 -1.34 1.20
O 1.96 -2.03 2.14
O 1.06 -0.17 1.38
C 1.77 -1.08 -1.38
O 0.99 -0.03 -1.50
C 2.31 -1.61 -2.60
C 2.02 -1.01 -3.84
C 2.57 -1.49 -4.98
F 2.36 -0.84 -6.13
C 3.42 -2.63 -5.00
C 3.70 -3.23 -3.78
C 3.17 -2.72 -2.58
N 3.99 -3.10 -6.18
C 3.37 -2.94 -7.49
C 3.52 -4.23 -8.30
N 4.98 -4.61 -8.39
C 5.59 -4.76 -7.02
C 5.39 -3.47 -6.25
H 4.28 -6.63 -1.37
H 3.14 -5.83 -2.44
H 2.82 -5.91 -0.71
H 5.18 -4.36 -1.96
H 4.82 -4.44 -0.26
H 3.20 -3.33 0.68
H 1.40 -0.12 -3.90
H 4.30 -4.12 -3.77
H 3.82 -2.10 -8.04
H 2.31 -2.74 -7.40
H 3.15 -4.10 -9.31
H 3.01 -5.06 -7.82
H 5.49 -3.90 -8.92
H 5.07 -5.48 -8.91
H 6.65 -5.00 -7.15
H 5.09 -5.60 -6.55
H 5.95 -2.67 -6.75
H 5.82 -3.57 -5.26
*
```

Results of the Mulliken charge analysis, in e, for atoms 1 through 2: 0.4657, -1.3779